Record 1
The following is a DFT calculation (ωB97M-V/def2-TZVPD) of C4H6N2O in the gas phase at a distorted geometry.

The geometry in XYZ format:
```
13
Properties=species:S:1:pos:R:3:forces:R:3
N -1.655216 1.102839 0.001644 -0.1 -1.4 -0.9
C -0.320642 0.592227 -0.041682 -2.9 -0.5 0.4
C 0.928745 1.060604 0.079193 2.9 0.8 -0.3
C 1.829123 -0.066034 -0.025440 -4.8 -1.3 0.5
C 1.017332 -1.211888 -0.059802 2.0 2.0 -0.1
N -0.272836 -0.801269 -0.083401 0.6 0.7 0.3
O -1.334249 -1.664672 -0.007578 -1.3 0.4 1.5
H -2.194944 0.621684 -0.759484 0.5 1.0 1.1
H -1.795185 2.098036 -0.016902 0.4 0.1 -0.1
H 1.398064 2.061117 0.206731 -1.3 -0.7 -0.3
H 2.838839 -0.048087 -0.103317 2.8 0.1 0.0
H 1.352300 -2.205888 -0.090896 -0.2 -1.1 -0.1
H -1.791333 -1.538669 0.900937 1.3 0.0 -1.9
```
Positions in Å, forces in eV/Å.

LUMO	0.7	eV
energy relative to the best compared isomer or geometry (same formula, charge and spin)	71.2	kcal/mol
total energy	-340.68150	a.u.
gap between HOMO and LUMO	8.3	eV
charge	0
highest occupied orbital energy	-7.587	eV
structure (SMILES)	Nc1cccn1O

Record 2
The following is a DFT calculation (ωB97M-V/def2-TZVPD) of 2 unconnected molecules or ions with the total composition CH3O3S at a distorted geometry.

The geometry in XYZ format:
```
8
Properties=species:S:1:pos:R:3:forces:R:3
C -1.063423 -0.207161 -0.699219 -2.2 -0.6 1.6
O 1.744051 -0.391130 2.083826 0.0 0.5 -0.4
O 2.256263 0.660476 -0.058070 0.9 -0.2 -1.7
O -1.112957 0.741868 0.289828 1.4 0.6 -0.1
S 1.640889 0.768174 1.211484 -1.9 -0.3 1.8
H -1.973872 -0.136197 -1.388295 1.0 0.3 -0.2
H -1.380218 -1.178115 -0.165488 1.2 0.0 -1.0
H -0.110733 -0.257914 -1.274066 -0.3 -0.3 0.0
```
Positions in Å, forces in eV/Å.

LUMO (spin up / spin down)	3.6 / 3.6	eV
energy relative to the best compared isomer or geometry (same formula, charge and spin)	52.0	kcal/mol
total energy	-663.78847	a.u.
gap between HOMO and LUMO (spin up / spin down)	6.3 / 6.3	eV
charge	-1
highest occupied orbital energy (spin up / spin down)	-2.757 / -2.756	eV

Record 3
The following is a DFT calculation (ωB97M-V/def2-TZVPD) of a molecular structure, C8H8O4 at a distorted geometry.

The geometry in XYZ format:
```
20
Properties=species:S:1:pos:R:3:forces:R:3
C 3.659261 0.092983 -0.045945 3.2 -3.1 -0.8
C 1.416282 -0.514779 0.105410 -4.5 -3.2 2.4
C -0.052335 -0.034941 0.388539 -0.5 0.8 -2.4
C -0.339362 1.344202 0.341166 2.3 1.9 0.3
C -1.574747 1.831518 -0.000647 0.0 -0.1 -0.7
C -2.752092 1.018875 -0.216619 1.5 0.8 0.4
C -2.624877 -0.312740 -0.172847 2.4 -1.8 3.7
C -1.191545 -0.807378 -0.002026 -0.4 4.2 0.8
H 3.589292 -1.191083 -0.419995 1.2 4.1 0.7
H 4.222763 1.065217 -1.101866 -1.6 -3.2 3.7
H 4.231238 0.015788 1.184684 -1.7 0.8 -4.1
H 0.622221 2.043178 0.524265 -2.7 -1.3 -0.6
H -1.612700 2.852258 -0.314091 -0.3 0.7 0.5
H -3.704398 1.473730 -0.281848 -0.8 0.4 -0.1
H -3.230600 -2.166404 -0.242938 -2.1 3.8 3.5
H -0.057227 -2.119307 -0.147072 2.8 -1.4 0.2
O 2.314042 0.360042 0.053799 0.8 4.5 0.1
O 1.648064 -1.720870 0.134110 -0.2 -0.1 -0.7
O -3.584448 -1.211428 0.440103 2.9 -3.4 -5.9
O -0.978829 -2.018867 -0.226185 -2.4 -4.5 -1.0
```
Positions in Å, forces in eV/Å.

LUMO	0.3	eV
energy relative to the best compared isomer or geometry (same formula, charge and spin)	162.6	kcal/mol
total energy	-610.36375	a.u.
gap between HOMO and LUMO	8.4	eV
charge	0
highest occupied orbital energy	-8.101	eV

Record 4
The following is a DFT calculation (ωB97M-V/def2-TZVPD) of 2 unconnected molecules or ions with the total composition C33H59BClO7 at a distorted geometry.

The geometry in XYZ format:
```
101
Properties=species:S:1:pos:R:3:forces:R:3
C 5.905710 -1.249844 5.705707 -0.5 -0.4 0.0
C 5.610364 -2.341268 4.671194 0.4 0.4 -0.4
C 6.508643 -2.233002 3.417321 -0.2 0.2 0.2
C 5.853539 -1.573201 2.198085 0.6 -0.3 -0.3
C 5.041424 -2.514773 1.284810 -0.4 0.2 0.4
C 4.288326 -3.650575 1.974067 -0.3 -0.6 -0.8
C 3.457682 -4.465510 0.944359 0.0 0.8 0.4
C 2.090841 -4.916085 1.448307 -0.4 -0.5 -0.3
C 1.070456 -5.070413 0.307185 0.1 0.3 0.0
C 0.177970 -3.842293 0.038007 -0.4 -0.6 0.0
C -1.255904 -4.098475 0.525206 0.1 0.7 0.2
C -2.076103 -2.835035 0.826041 -0.3 0.0 -0.2
C -3.051780 -3.027135 1.996686 0.6 -0.2 -0.1
C -2.448981 -2.654975 3.372483 -0.5 0.1 -0.1
C -3.359375 -1.645858 4.104360 1.1 0.1 -0.1
C -3.071120 -0.194888 3.656219 -0.7 -0.2 -0.4
C -4.346821 0.570658 3.232835 0.2 0.0 -0.4
C -4.355287 0.917562 1.725264 0.2 0.5 0.6
B -3.695015 2.373289 1.334283 -0.3 -0.3 -0.6
O -2.679181 2.903321 2.263175 0.3 -0.3 0.1
C -1.679584 3.485340 1.464808 -0.3 0.1 0.4
C -1.593226 2.562651 0.206975 -0.1 0.4 2.1
C -0.737442 1.316833 0.580326 0.4 0.5 -0.8
C 0.797322 1.481177 0.530222 -0.1 -0.3 0.4
C 1.470454 1.916690 1.851329 -0.1 -0.2 -0.9
Cl 2.114836 3.595232 1.736217 -0.1 0.0 0.2
O -1.054760 3.333906 -0.855545 -0.2 -0.4 -0.4
C -1.438187 2.894950 -2.144015 0.3 0.0 -0.3
C -0.675492 1.668004 -2.695323 -0.1 0.1 -0.9
C 0.127020 1.984476 -3.980761 0.4 -0.4 0.4
C 1.619555 2.159109 -3.655178 -0.7 0.6 -0.2
O -2.896817 2.177710 0.043690 0.2 -0.1 -0.8
H 6.108345 -0.289167 5.235307 0.2 0.0 0.0
H 5.027189 -1.120588 6.338322 0.1 0.1 0.2
H 6.726502 -1.562503 6.348014 0.2 0.3 0.0
H 4.572990 -2.259935 4.357827 -0.1 -0.2 0.1
H 5.773291 -3.319230 5.120312 -0.3 -0.1 0.1
H 6.864386 -3.225997 3.144526 0.1 0.0 -0.1
H 7.382165 -1.633072 3.682047 0.1 -0.1 0.0
H 5.279832 -0.693484 2.492392 -0.2 -0.1 0.2
H 6.676569 -1.184808 1.592646 -0.1 0.2 -0.1
H 5.672237 -2.939787 0.502540 0.2 0.0 0.0
H 4.284967 -1.917769 0.770255 0.1 0.1 -0.2
H 3.587768 -3.259590 2.705549 0.1 0.1 0.3
H 4.979141 -4.352687 2.439178 0.0 0.2 0.4
H 3.269080 -3.808311 0.091917 0.1 0.0 -0.2
H 4.049225 -5.311249 0.595983 -0.1 -0.1 -0.2
H 2.148070 -5.892146 1.932197 0.2 0.1 0.3
H 1.696512 -4.209921 2.180955 0.0 0.0 0.1
H 0.406268 -5.898547 0.547522 0.0 -0.2 -0.2
H 1.624061 -5.321001 -0.599284 0.0 -0.2 0.0
H 0.552401 -2.953920 0.546285 0.2 0.1 -0.1
H 0.136676 -3.678887 -1.037693 0.1 0.4 0.0
H -1.803958 -4.650416 -0.238149 0.1 -0.4 0.1
H -1.200283 -4.698125 1.435986 -0.1 -0.1 0.0
H -1.427091 -1.978082 1.018018 0.0 0.0 0.1
H -2.664661 -2.566155 -0.052586 0.1 0.1 -0.1
H -3.949817 -2.443507 1.808693 -0.1 0.1 0.1
H -3.342935 -4.082233 1.994919 -0.2 0.0 0.0
H -1.466669 -2.217301 3.189552 0.1 0.1 0.2
H -2.291192 -3.529947 4.005280 0.0 -0.2 -0.1
H -3.196939 -1.742066 5.179397 -0.3 0.0 0.1
H -4.383419 -1.902410 3.852162 -0.2 -0.1 0.3
H -2.517507 0.357735 4.412281 0.1 0.0 0.1
H -2.438079 -0.263719 2.771598 0.2 0.2 0.0
H -5.220257 -0.053708 3.434592 0.0 0.0 0.3
H -4.454067 1.485383 3.817354 0.0 0.1 0.0
H -5.393300 0.905390 1.386413 0.0 0.0 -0.2
H -3.809112 0.148100 1.170637 -0.1 -0.2 -0.1
H -4.593536 3.195125 1.109347 0.0 0.2 0.1
H -1.956211 4.515201 1.191315 0.0 -0.1 -0.4
H -0.775469 3.565921 2.066048 0.4 -0.1 -0.1
H -1.040498 1.038898 1.588389 -0.2 -0.1 0.0
H -1.036514 0.516152 -0.101754 0.0 -0.1 0.1
H 1.114623 2.158479 -0.256805 -0.1 0.1 -0.1
H 1.218364 0.504579 0.271613 0.1 0.0 0.0
H 0.763164 1.854108 2.670363 0.1 0.2 0.2
H 2.339673 1.291330 2.039218 0.0 0.1 0.2
H -2.509599 2.702614 -2.205173 0.0 0.0 0.3
H -1.233448 3.733896 -2.813319 0.1 0.1 0.1
H 0.027221 1.254151 -1.979747 -0.1 0.0 0.3
H -1.396784 0.891943 -2.955987 -0.1 -0.1 0.3
H 0.033135 1.170997 -4.701301 -0.1 0.0 -0.1
H -0.259904 2.877921 -4.466517 -0.1 0.1 0.0
H 2.119746 2.692863 -4.463924 0.2 -0.2 0.0
H 1.692108 2.775848 -2.758906 0.2 0.0 0.1
H 2.093199 1.196695 -3.479209 0.1 0.0 0.1
C -4.066685 4.248332 -8.286018 -0.1 0.2 0.0
C -3.188756 3.305858 -7.919179 -0.3 -0.2 -0.1
C -1.889987 3.648951 -7.245758 0.3 0.4 0.2
O -1.153338 2.733822 -6.932537 -0.1 -0.1 -0.2
C -1.584675 5.052206 -7.009480 0.1 -0.2 0.0
C -2.462392 5.993556 -7.377379 0.3 0.1 0.2
C -3.769545 5.648954 -8.032439 -0.3 -0.4 -0.2
O -4.518516 6.563558 -8.325722 0.1 0.1 0.0
O -2.250600 7.294997 -7.194765 -0.2 -0.1 -0.1
O -3.392327 2.007240 -8.117718 0.2 0.1 0.1
H -5.003886 4.012234 -8.769369 0.0 0.0 0.0
H -0.643093 5.289161 -6.534574 0.0 0.0 0.0
H -3.043663 7.749043 -7.541732 0.0 0.0 0.0
H -2.609261 1.551449 -7.748265 0.0 0.0 0.0
```
Positions in Å, forces in eV/Å.

LUMO	0.0	eV
total energy	-2304.59438	a.u.
gap between HOMO and LUMO	4.1	eV
charge	-1
highest occupied orbital energy	-4.125	eV